{"formula": "C14H16ClNPd", "method": "ωB97M-V/def2-TZVPD", "charge": -2, "e_lumo_ev": [5.4, 5.4], "multiplicity": 3, "s_squared": 2.01, "e_homo_ev": [1.5, 1.2], "homo_lumo_gap_ev": [3.9879, 4.2017], "species": ["C", "C", "C", "C", "C", "Pd", "N", "C", "C", "H", "H", "H", "H", "H", "H", "H", "H", "H", "H", "Cl", "C", "C", "C", "C", "C", "C", "C", "H", "H", "H", "H", "H", "H"], "coordinates": [[-1.285, 1.446, -1.685], [-2.208, 0.381, -1.437], [-1.619, -0.838, -1.887], [-0.332, -0.530, -2.406], [-0.114, 0.875, -2.290], [-0.465, 0.037, -0.494], [0.700, 0.920, 1.188], [-0.232, 0.890, 2.296], [-1.389, 0.095, 1.764], [-2.033, -1.829, -1.766], [-3.164, 0.471, -0.933], [0.400, -1.261, -2.752], [0.809, 1.398, -2.513], [-1.414, 2.485, -1.396], [-2.356, 0.582, 1.653], [-0.511, 1.869, 2.756], [1.028, 1.872, 0.989], [-1.449, -0.946, 2.086], [0.271, 0.268, 3.070], [3.882, -2.907, -2.139], [4.224, -2.804, -0.470], [5.368, -3.383, 0.050], [5.636, -3.278, 1.431], [4.776, -2.574, 2.283], [3.633, -1.988, 1.788], [3.296, -2.114, 0.403], [2.092, -1.613, -0.052], [6.037, -3.919, -0.618], [6.529, -3.754, 1.832], [5.008, -2.490, 3.347], [2.955, -1.422, 2.425], [1.411, -1.222, 0.709], [1.850, -1.529, -1.105]], "atomic_forces_ev_per_a": [[-0.470, 1.416, -1.523], [-2.378, 0.152, -1.360], [-1.785, -0.884, -1.508], [0.713, -0.647, -2.384], [0.271, 1.303, -2.504], [3.798, -0.859, 10.585], [0.286, 1.052, -0.818], [0.310, -0.770, 0.403], [-0.447, -0.318, -0.348], [-0.090, 0.058, -0.222], [0.143, 0.027, -0.161], [-0.292, 0.290, 0.000], [-0.226, -0.060, -0.196], [-0.016, -0.232, -0.136], [-0.044, 0.049, 0.083], [0.098, -0.328, -0.270], [-0.100, -0.162, 0.077], [-0.142, 0.118, 0.076], [-0.275, 0.463, 0.371], [-0.144, -0.132, -1.010], [1.172, -0.010, 1.938], [-0.667, 0.451, 0.190], [0.998, -0.680, -0.260], [-0.730, 0.369, -0.140], [0.920, -0.479, 0.704], [-1.749, 0.382, -1.473], [0.302, -0.386, 0.513], [0.037, 0.008, 0.111], [-0.026, 0.037, -0.045], [0.026, -0.015, -0.171], [0.128, -0.111, -0.162], [0.350, 0.085, -0.611], [0.029, -0.188, 0.250]], "lowdin_spin": [0.115, 0.114, 0.041, 0.067, 0.048, 0.821, 0.288, 0.050, 0.288, 0.006, 0.009, 0.010, 0.005, 0.009, 0.025, 0.009, 0.014, 0.024, 0.015, 0.000, 0.000, 0.000, 0.000, 0.000, 0.001, 0.003, 0.021, 0.000, 0.000, 0.000, 0.001, 0.010, 0.004]}